No. 1
The following is a DFT calculation (ωB97M-V/def2-TZVPD) of a 6-piece molecular cluster, C15H42O17PS4 overall.

Each line ends with the Löwdin charge.
Element x y z (Å)
O (-1.17785, -0.22840, 0.32580)  -0.421
H (-1.51821, -0.73892, -0.41619)  -0.092
O (-2.51674, 2.95158, -3.69017)  -0.295
S (-3.11286, 1.78979, -3.08038)  0.607
O (-4.44918, 1.46677, -3.50544)  -0.288
O (-2.16197, 0.52069, -3.40088)  -0.262
C (-0.74885, 0.69560, -3.18457)  -0.274
C (-0.06145, -0.36357, -4.04174)  -0.057
C (-2.92735, 1.82779, -1.30569)  -0.112
H (-0.56581, 0.48129, -2.12544)  0.081
H (-0.37430, 1.69350, -3.40703)  0.114
H (0.97343, -0.52405, -3.73544)  0.056
H (-0.11383, -0.06485, -5.08946)  0.079
H (-0.54743, -1.33660, -3.96173)  0.083
H (-3.62732, 2.56865, -0.92532)  0.077
H (-1.88893, 2.08246, -1.12494)  0.037
H (-3.15104, 0.84593, -0.90215)  0.042
O (1.37342, -4.23784, 3.49496)  -0.292
S (0.65629, -2.99998, 3.47983)  0.621
O (0.12108, -2.44626, 4.70495)  -0.297
O (1.73038, -1.92496, 2.86760)  -0.265
C (1.25218, -0.59044, 2.63470)  -0.275
C (2.45907, 0.32529, 2.77417)  -0.051
C (-0.58516, -3.10904, 2.15276)  -0.106
H (0.43930, -0.32434, 3.31478)  0.097
H (0.82772, -0.57098, 1.62684)  0.066
H (2.30138, 1.37575, 2.53317)  0.066
H (3.22901, -0.00705, 2.07083)  0.073
H (2.91890, 0.21159, 3.75649)  0.082
H (-0.29527, -3.84396, 1.40968)  0.065
H (-0.73969, -2.12884, 1.67649)  0.032
H (-1.51001, -3.37268, 2.66572)  0.067
O (0.65067, 3.47311, -1.32271)  -0.270
S (1.66104, 3.00686, -0.42544)  0.603
O (2.98285, 3.58491, -0.44086)  -0.299
O (1.14276, 3.15843, 1.08558)  -0.267
C (-0.25502, 2.94026, 1.35166)  -0.260
C (-0.85869, 4.24524, 1.83279)  -0.053
C (1.99309, 1.23101, -0.51363)  -0.109
H (-0.28797, 2.13638, 2.08933)  0.102
H (-0.78467, 2.56041, 0.48113)  0.082
H (-0.69389, 5.05374, 1.11674)  0.082
H (-0.36524, 4.64278, 2.72240)  0.078
H (-1.92973, 4.11583, 1.99011)  0.075
H (2.93293, 1.10721, 0.00895)  0.058
H (1.99762, 0.92673, -1.55945)  0.064
H (1.18062, 0.65264, -0.06133)  0.033
O (-6.32794, -0.26995, 2.39955)  -0.287
S (-5.09279, 0.22097, 1.86305)  0.614
O (-4.97112, 1.49264, 1.20946)  -0.295
O (-4.06562, 0.25332, 3.12137)  -0.267
C (-2.76803, 0.84057, 2.89908)  -0.274
C (-2.01551, 0.71150, 4.21731)  -0.055
C (-4.28662, -1.05026, 0.83626)  -0.107
H (-2.87913, 1.89547, 2.63909)  0.103
H (-2.26672, 0.32324, 2.07462)  0.068
H (-1.76311, -0.31458, 4.46530)  0.069
H (-2.62524, 1.18112, 4.99134)  0.080
H (-1.14159, 1.36360, 4.13927)  0.067
H (-4.83086, -1.07859, -0.10557)  0.072
H (-4.42973, -1.97545, 1.39174)  0.065
H (-3.22377, -0.84566, 0.68336)  0.013
C (5.15187, -0.96721, -2.04373)  -0.097
O (4.89349, -2.37344, -2.05616)  -0.204
P (3.39013, -2.85278, -2.24910)  0.377
O (3.15593, -4.29149, -2.10618)  -0.218
O (2.64955, -1.88100, -1.19091)  -0.216
C (1.31350, -2.16735, -0.80801)  -0.102
O (2.90825, -2.27308, -3.64621)  -0.233
C (3.63969, -2.49195, -4.84091)  -0.097
H (5.35755, -0.64868, -1.02285)  0.092
H (4.35549, -0.37610, -2.49344)  0.082
H (6.05871, -0.76149, -2.61643)  0.089
H (0.58949, -1.37178, -0.99438)  0.054
H (1.20286, -2.50620, 0.21883)  0.069
H (0.89621, -2.97603, -1.42226)  0.094
H (3.04268, -2.96867, -5.61686)  0.090
H (4.48813, -3.16021, -4.67198)  0.089
H (4.01897, -1.53994, -5.21211)  0.090

Values from the calculation:
LUMO: 2.144 eV
frontier orbital gap: 0.2965 Eh
charge: -1



No. 2
The following is a DFT calculation (ωB97M-V/def2-TZVPD) of C15H44N11O26PS as an isolated structure.

Each line ends with the Löwdin charge.
Element x y z (Å)
C (3.69656, -4.27851, -3.40542)  -0.087
C (2.43838, -3.60181, -2.81000)  -0.242
C (2.67533, -2.86448, -1.47014)  -0.168
C (2.57127, -1.35270, -1.63437)  -0.221
N (1.97876, -0.70265, -0.48891)  -0.057
O (2.71022, -0.92363, 0.71665)  -0.169
P (4.11409, -0.14536, 0.84557)  0.362
O (5.21125, -1.07355, 0.57843)  -0.222
O (4.07480, 1.09404, -0.13892)  -0.088
O (4.17144, 0.52287, 2.31884)  -0.276
S (5.59523, 1.28378, 2.63793)  0.601
C (5.30780, 2.97191, 3.12657)  -0.108
O (6.13672, 0.60501, 3.77255)  -0.269
O (6.44342, 1.32642, 1.49159)  -0.278
H (3.56122, -5.35164, -3.52217)  0.067
H (4.58941, -4.11601, -2.80496)  0.066
H (3.89673, -3.89013, -4.40367)  0.056
H (1.67413, -4.36729, -2.70036)  0.097
H (2.06730, -2.91275, -3.56620)  0.067
H (3.66960, -3.14731, -1.13478)  0.101
H (1.94680, -3.23581, -0.75313)  0.112
H (1.89188, -1.14395, -2.46182)  0.116
H (3.55385, -0.96137, -1.93816)  0.112
H (1.77968, 0.27831, -0.63684)  0.116
H (4.57071, 0.86279, -0.93459)  0.102
H (5.97506, 3.57036, 2.51496)  0.079
H (5.61533, 3.08609, 4.15623)  0.057
H (4.28443, 3.28680, 2.95582)  0.065
C (2.54096, 6.05611, 5.20330)  0.033
N (3.82944, 5.55060, 4.64951)  -0.435
O (4.16289, 5.91859, 3.54098)  0.066
O (4.47106, 4.78517, 5.34182)  0.052
H (2.09002, 6.71389, 4.47250)  0.080
H (1.91465, 5.19712, 5.39646)  0.089
H (2.77234, 6.58087, 6.12486)  0.107
C (-0.34601, -1.88298, -6.00715)  0.054
N (-0.31270, -2.91663, -4.93990)  -0.433
O (-0.47426, -2.56079, -3.79099)  0.050
O (-0.11748, -4.06264, -5.28497)  0.061
H (-0.53379, -0.92223, -5.54128)  0.097
H (0.62094, -1.90625, -6.51153)  0.064
H (-1.14183, -2.14850, -6.69603)  0.107
C (-1.73111, -1.86868, -0.26962)  0.056
N (-1.69383, -0.38143, -0.22108)  -0.442
O (-1.40538, 0.20625, -1.23829)  0.067
O (-1.95647, 0.14445, 0.84415)  0.037
H (-1.47291, -2.18614, -1.27345)  0.079
H (-1.00832, -2.23595, 0.45269)  0.102
H (-2.73865, -2.17705, -0.00543)  0.099
C (-2.23345, -6.33361, -4.63995)  0.036
N (-2.85343, -6.93193, -3.42620)  -0.455
O (-3.78648, -6.34427, -2.91843)  0.059
O (-2.37811, -7.97135, -3.02440)  0.065
H (-2.75873, -5.41632, -4.87502)  0.089
H (-1.19091, -6.13799, -4.41358)  0.083
H (-2.32630, -7.05790, -5.44339)  0.102
C (3.25280, -1.09615, -9.01808)  0.052
N (2.89920, -2.23872, -8.13111)  -0.439
O (1.73092, -2.58438, -8.08484)  0.035
O (3.79972, -2.75059, -7.51022)  0.085
H (2.34982, -0.74628, -9.50333)  0.094
H (3.69125, -0.32471, -8.39254)  0.102
H (3.97451, -1.46038, -9.74234)  0.103
C (-4.82644, 0.31761, 2.43402)  0.048
N (-6.10233, 0.19860, 1.67842)  -0.447
O (-6.60580, -0.90232, 1.57712)  0.056
O (-6.55972, 1.21702, 1.20734)  0.065
H (-4.54466, -0.66488, 2.79210)  0.097
H (-4.08018, 0.71409, 1.75299)  0.076
H (-5.00241, 1.00156, 3.25854)  0.102
C (-2.06034, 7.49102, 5.92036)  0.050
N (-0.78457, 6.98400, 5.34655)  -0.426
O (-0.47154, 7.35313, 4.23492)  0.077
O (-0.12856, 6.22067, 6.03106)  0.043
H (-2.52330, 8.15064, 5.20324)  0.069
H (-2.69078, 6.63145, 6.12597)  0.093
H (-1.81429, 8.01688, 6.83827)  0.107
C (-9.43097, -1.48943, 0.04688)  0.029
N (-10.70737, -1.57367, -0.71584)  -0.458
O (-11.23012, -2.66203, -0.83021)  0.064
O (-11.14020, -0.53744, -1.17446)  0.058
H (-9.17108, -2.48243, 0.39181)  0.093
H (-8.67365, -1.09592, -0.62254)  0.096
H (-9.59086, -0.81359, 0.88014)  0.096
C (-6.37423, 7.07455, 3.46668)  0.054
N (-5.38672, 7.27088, 4.56255)  -0.438
O (-5.33143, 6.43397, 5.43806)  0.072
O (-4.69221, 8.26515, 4.50617)  0.053
H (-6.91250, 6.15356, 3.65348)  0.096
H (-7.04054, 7.93141, 3.47456)  0.102
H (-5.81864, 7.02690, 2.53528)  0.103
C (6.10342, -3.00908, 3.45702)  0.045
N (5.81883, -4.46700, 3.56627)  -0.456
O (5.40838, -5.04309, 2.58110)  0.063
O (6.01793, -4.98645, 4.64537)  0.053
H (5.88121, -2.69333, 2.44279)  0.072
H (5.46971, -2.49357, 4.17190)  0.100
H (7.15419, -2.86749, 3.68827)  0.104

Values from the calculation:
LUMO: -0.485 eV
frontier orbital gap: 0.3440 Eh



Calculated values (eV) of HOMO for the records, taken in order: -5.92 -9.84.